Entry 1:
Formula: C34H71O11P2S2
Source: the Open Molecules 2025 dataset
Level of theory: ωB97M-V/def2-TZVPD

Last column: Mulliken charge in e.
Cartesian coordinates (Å):
C -5.918 1.067 -0.304  -0.396
C 4.599 -3.097 -5.645  -0.607
H -8.503 2.690 -1.095  0.304
H -4.346 2.517 -0.778  0.254
H 5.716 -2.752 4.587  0.303
O -1.515 2.185 0.174  -0.434
H 1.146 0.696 2.975  0.440
H -7.238 9.455 0.050  0.269
C 6.755 -8.770 5.210  -0.470
C 2.139 -2.299 8.061  -0.423
H 2.020 -3.347 8.328  0.409
C -7.596 2.210 -1.462  -0.450
C 4.877 -1.597 -5.717  0.067
H 3.162 -2.186 6.127  0.035
C 5.987 -7.740 4.390  -0.595
O -7.381 8.340 -1.678  -0.453
H -7.003 3.287 -7.462  0.368
H 7.618 -8.314 5.708  0.246
C -5.256 2.093 -1.208  -0.512
H 1.406 -0.906 -9.014  0.287
C 3.302 1.173 -8.036  -0.356
H 0.677 1.975 -8.338  0.256
C 4.692 -8.413 6.248  -0.541
H 6.421 -4.378 4.682  0.039
H 5.221 -4.895 7.963  0.292
H 5.140 -3.126 8.064  0.153
H 0.544 -2.254 3.009  0.304
C 5.075 -3.434 -4.238  -0.468
H 6.640 -6.994 3.936  0.315
H 1.154 1.438 -1.192  0.129
S 0.293 -0.309 0.887  -0.092
C 1.343 -0.081 -8.298  -0.481
H -7.084 6.376 -2.214  -0.037
C -7.760 8.566 -0.320  -0.493
S 3.249 -0.451 -0.784  -0.175
C -6.524 7.203 -1.762  -0.055
C 6.104 -3.509 5.271  -0.149
H 5.112 -3.676 -6.411  0.378
H 5.544 -6.436 6.056  -0.395
H 3.064 -1.934 8.513  0.182
O 2.585 0.015 -7.595  -0.393
C -7.430 5.658 -5.150  -0.389
C -6.370 3.115 -1.411  0.045
H 0.989 -1.130 9.534  0.355
C 7.072 -3.863 7.396  -0.469
H 5.425 -8.231 3.593  0.301
O 4.846 -2.263 -3.447  -0.390
C -7.475 3.825 -6.641  -0.658
O 5.848 -9.247 6.203  -0.413
O -7.301 1.074 -0.636  -0.452
H -0.378 -1.120 4.197  0.274
O 5.058 -3.913 6.157  -0.363
C 7.239 -2.998 6.148  -0.631
H 7.085 -1.946 6.396  0.277
H -7.140 7.526 1.505  0.394
H 7.107 -9.615 4.617  0.330
P -1.634 0.771 0.836  1.091
C 1.149 1.252 -9.008  -0.547
H -8.484 5.915 -5.004  0.311
H 4.538 -4.272 -3.791  0.287
C 4.539 -1.157 -4.301  -0.397
C 0.633 -0.182 2.600  -0.113
C 5.557 -3.966 7.498  -0.287
H 0.170 0.257 7.312  0.286
H -1.677 2.856 0.856  0.385
C -7.141 5.314 -6.604  -0.648
C 5.029 -7.169 5.435  0.175
C 2.592 1.663 -9.290  -0.594
H -5.813 1.334 0.756  0.241
H 3.848 -8.956 5.809  0.256
H 6.145 -3.663 -4.226  0.262
H 1.493 -2.776 6.045  0.180
H 8.214 -3.097 5.673  0.363
C 1.119 -0.228 7.548  -0.406
H 0.022 -1.933 8.293  0.285
H 0.534 1.166 -9.902  0.338
P 1.914 0.760 -0.226  0.185
O 1.695 -0.740 6.339  -0.416
H -7.544 2.514 -4.885  0.232
H -5.920 3.092 -5.309  0.275
O -2.038 0.808 2.237  -0.555
H -6.258 3.729 -2.302  0.451
H 3.526 -3.282 -5.738  0.253
C 2.167 -2.078 6.556  -0.056
O -7.145 4.476 -4.392  -0.245
H -7.726 5.912 -7.301  0.373
C -7.339 7.322 0.454  -0.558
H 4.454 -8.193 7.290  0.293
H -6.083 5.468 -6.827  0.271
C -6.110 6.875 -0.334  -0.355
H -2.239 -1.059 -0.072  0.357
H 5.110 -0.287 -3.970  0.314
H 7.509 -4.850 7.229  0.203
H 2.967 1.135 -10.168  0.279
H -6.428 3.776 -0.543  -0.184
H 1.795 0.523 7.967  0.253
H 4.343 0.899 -8.213  0.296
H 4.149 -6.689 5.011  0.413
H -8.118 6.558 0.397  0.255
H 2.301 1.714 0.728  0.131
C 0.242 -1.257 3.318  -0.531
H -5.242 7.471 -0.043  0.306
H 5.936 -1.424 -5.923  0.308
H -5.859 5.824 -0.202  0.157
H -6.821 6.481 -4.775  0.223
H 4.288 -1.078 -6.470  -0.169
H -5.516 0.063 -0.450  0.286
H 3.274 1.928 -7.242  0.265
C -6.982 3.364 -5.276  -0.422
H -8.555 3.685 -6.718  0.277
H -8.833 8.754 -0.278  0.288
H -4.996 1.630 -2.163  0.257
H -5.676 7.439 -2.408  0.334
C 0.966 -1.418 8.484  -0.678
H 2.722 2.732 -9.455  0.336
H 3.471 -0.929 -4.201  0.236
H 0.550 -0.305 -7.583  0.249
O -2.567 -0.150 -0.033  -0.417
H -7.780 1.858 -2.482  0.138
H 7.525 -3.438 8.290  0.364

Atoms 1-3, force components in eV/Å:
C -0.1 0.0 0.2
C -0.1 0.0 0.0
H 0.0 0.0 0.0

Its maximum force is 2.66 eV/Å. As for the gap between HOMO and LUMO: 0.2279 hartree. Its spin multiplicity is 1. For the total energy, the calculation gives -99169.5537 eV. For the HOMO energy, the calculation gives -10.66 eV. Its net charge is +1.

---

Entry 2:
Formula: C34H74NO2
Source: the Open Molecules 2025 dataset
Level of theory: ωB97M-V/def2-TZVPD

Last column: Mulliken charge in e.
Cartesian coordinates (Å):
H -3.855 -1.823 3.468  0.181
H -5.258 -0.979 1.752  -0.035
H -7.756 -1.034 0.728  0.261
H -2.604 4.717 -1.114  0.165
H 1.370 -1.100 1.072  0.077
C -2.545 0.170 3.502  1.053
H 1.492 -1.029 -4.098  0.361
C -5.841 -0.832 -0.508  -0.396
H 2.200 -2.675 -2.424  0.260
C -0.398 -0.208 2.229  1.299
H 1.293 -1.605 2.979  0.288
H -7.950 0.219 -0.773  0.319
H -2.769 -1.963 1.288  0.265
H 2.450 -3.276 -4.049  0.393
H 4.308 -3.855 -2.531  0.368
C 2.566 -1.136 -3.897  -0.776
H -5.128 -2.581 0.768  0.323
H 2.840 0.963 -3.545  0.277
H 4.817 -3.885 3.322  0.342
H -2.807 2.055 2.242  0.378
C 5.909 -6.687 1.972  -1.162
C 4.985 -6.714 3.180  -0.375
H 3.779 -4.909 1.286  0.252
C 3.282 -4.996 2.259  -0.360
H 5.358 -6.024 3.944  0.234
H 1.823 6.854 -3.954  0.230
C 2.812 -2.537 -3.323  -0.719
H -4.192 3.798 -0.601  0.283
C -7.239 -0.159 0.105  -0.633
H 3.062 -1.048 -4.870  0.355
H -0.789 -0.814 0.051  0.034
C -2.333 1.331 4.645  -1.109
H -1.331 4.682 -3.640  0.242
H 6.211 -3.097 -3.884  0.385
H -5.294 -0.138 -1.275  0.202
H -1.377 6.407 -3.349  0.383
H 1.211 0.177 -1.826  0.195
H 4.100 -0.025 -2.835  0.325
H 0.113 -2.428 1.709  0.278
H 5.234 -1.834 -4.639  0.292
H -2.336 0.854 5.724  0.250
H -0.578 5.910 -5.613  0.409
C 2.291 0.082 -1.675  -0.806
C -6.972 1.121 1.094  -0.332
C 0.133 5.375 -2.221  -0.377
H -6.216 -1.776 -1.134  0.329
C -3.287 -1.269 0.468  -0.876
H -1.435 2.056 4.456  0.311
H 1.609 0.891 2.351  0.284
H -6.061 1.793 0.770  -0.014
H -0.354 8.477 -5.383  0.290
H 0.697 4.879 -5.003  0.317
H -7.960 1.739 1.287  0.352
H 4.863 -3.543 -4.943  0.307
H 2.480 -0.809 -1.071  0.154
H 2.209 -4.890 2.059  0.223
C 3.021 0.024 -3.009  -0.503
H -3.587 -1.062 5.252  0.322
H 5.025 -7.715 3.625  0.365
H 0.515 1.294 3.837  0.337
C -3.125 3.645 -1.111  -0.590
O -2.417 2.660 -0.266  -0.304
C 1.077 6.978 -4.747  -0.411
C 3.737 -3.836 3.147  -0.311
H -4.815 -0.289 4.006  0.214
H 3.556 -2.897 2.611  0.284
H -3.318 3.239 -2.211  0.270
C 0.706 -1.439 1.974  -1.207
H -4.330 0.937 2.219  -0.113
H 1.561 4.037 -1.311  0.429
H 5.951 -5.694 1.517  0.271
H 3.167 -7.136 2.107  0.385
C -3.139 0.910 2.167  -1.303
H -0.470 1.025 0.314  0.115
H -2.932 -1.730 -0.575  0.387
H 3.196 -4.670 5.085  0.404
C 4.269 -2.854 -2.976  -0.216
H 1.927 -3.684 4.330  0.261
N -1.357 -0.731 3.271  0.722
H 1.094 9.131 -4.599  0.376
H 1.634 7.001 -5.691  0.377
C -2.686 0.247 0.739  2.103
H -2.773 0.848 -1.486  0.325
H 2.916 -6.535 3.732  0.309
H 3.344 -2.909 5.056  0.361
H 0.167 2.096 2.129  0.241
H -4.243 1.564 -0.411  0.130
H 0.430 3.236 -2.414  0.277
C 3.007 -3.778 4.481  -1.288
H 0.742 6.263 -2.022  0.391
C -4.903 -1.410 0.706  -0.269
O -0.780 -0.881 4.477  -0.582
H -0.164 8.368 -3.620  0.274
H 2.628 0.951 -1.100  0.413
H 4.642 -2.164 -2.212  0.220
H -0.556 5.278 -1.373  0.209
C 0.489 1.094 2.681  -1.330
C -3.755 -0.822 4.095  -1.114
H 6.927 -6.957 2.272  0.373
C 1.024 4.143 -2.260  -1.201
H -6.664 0.662 2.152  0.061
C 0.121 5.784 -4.777  -0.883
H 5.580 -7.403 1.213  0.289
C -0.692 5.563 -3.496  -0.468
C 5.193 -2.827 -4.184  -1.293
C -1.054 0.107 0.762  -1.306
C 3.529 -6.397 2.833  -0.809
C -3.074 1.335 -0.446  -1.007
C 0.367 8.312 -4.575  -1.177
H -3.313 2.012 4.603  0.295
H 1.770 4.208 -3.057  0.338

Atoms 1-3, force components in eV/Å:
H 0.5 2.1 1.4
H 1.0 -0.7 -2.3
H 0.9 2.0 -1.4

Its maximum force is 3.92 eV/Å. As for the gap between HOMO and LUMO (spin up / spin down): 0.3539 / 0.3418 hartree. Its spin multiplicity is 2. For the total energy, the calculation gives -42034.8601 eV. For the HOMO energy (spin up / spin down), the calculation gives -9.00 / -9.57 eV. The expectation value of S² is 0.75. Its net charge is 0.

---

Entry 3:
Formula: C34H75Cl2N2O19S5
Source: the Open Molecules 2025 dataset
Level of theory: ωB97M-V/def2-TZVPD

Last column: Mulliken charge in e.
Cartesian coordinates (Å):
C -6.161 6.020 -7.960  -0.982
C -0.854 2.234 1.334  -0.257
H -0.704 0.494 7.053  0.375
C -2.035 -0.221 0.302  -1.226
H 6.246 0.180 1.957  0.382
O 2.909 5.395 1.767  -0.584
O -0.039 3.880 -4.952  -0.256
C -0.366 0.807 6.066  -1.372
H -1.529 -0.884 5.353  0.430
C -0.136 -9.125 3.758  -0.319
H -1.120 2.722 0.395  0.446
O -5.868 8.176 -6.705  -0.284
S -5.327 6.696 -6.570  1.247
C 0.210 -2.562 1.405  -0.102
H -1.882 -2.701 1.863  0.556
O 0.269 4.308 -2.533  -0.649
Cl 1.079 -1.302 4.277  -0.107
O -2.462 -9.966 5.339  -0.648
C -1.067 -0.830 2.545  -0.638
O 0.134 -5.483 3.804  -0.495
H 1.152 -2.486 1.945  0.744
O -3.914 6.669 -6.806  -0.556
H -0.386 -1.696 -0.359  -0.377
C 2.599 -0.550 0.727  -0.499
H 0.706 0.622 6.001  0.343
H 2.634 0.539 0.740  0.761
O -5.829 6.123 -5.357  -0.681
C -1.866 0.336 -1.111  -0.051
H 1.178 -3.999 0.144  0.718
C -0.741 -0.255 1.124  -0.462
S -0.237 3.362 -3.480  1.264
H -1.385 1.309 -1.086  -0.511
C 5.024 -1.431 2.797  -1.040
C 0.879 2.001 -3.569  -0.626
C -0.981 4.874 -5.462  -0.389
H -0.471 -2.256 -6.144  0.320
H 4.058 -1.393 3.303  0.164
H 0.087 -5.983 0.874  0.597
N 0.150 -1.377 0.458  2.160
H -3.017 -3.315 -1.462  0.323
S 3.707 5.400 2.957  1.393
O 1.946 -4.851 2.655  -0.616
H 5.821 3.637 2.800  0.315
H 5.796 -1.475 3.563  0.379
H 0.916 1.573 -2.569  -0.072
H 6.300 3.300 0.346  0.400
O 5.230 5.609 2.595  -0.324
H 1.026 3.196 1.826  0.330
H -1.996 4.525 -5.272  0.361
S -1.271 -3.375 -2.987  1.016
H -0.859 -2.901 3.269  0.487
H 0.841 -8.927 5.680  0.319
H 2.481 -0.916 1.754  -0.101
C 0.204 -3.864 0.614  -0.484
H 1.814 -2.021 -0.578  0.550
H -1.412 6.949 -5.410  0.290
H 0.692 -5.249 4.563  0.395
C 3.466 6.907 3.823  -1.091
H -3.097 -1.942 -2.615  0.232
H -5.884 6.591 -8.842  0.324
H -6.043 8.563 -4.675  0.336
H -0.269 -4.765 -6.159  0.305
C 1.073 -8.839 4.620  -0.924
H -2.526 -12.889 5.441  0.375
H -4.224 10.302 -4.634  0.385
C -0.274 -0.238 3.724  -0.426
H -6.363 9.892 -5.790  0.278
H 2.410 6.950 4.081  0.379
C 4.996 -0.515 0.432  0.319
S -1.388 -10.898 5.164  1.255
C 5.231 -0.204 1.889  0.031
H -7.231 6.060 -7.781  0.340
H -0.973 -8.469 4.001  0.373
H 4.604 3.735 0.598  0.124
H 4.082 6.901 4.718  0.341
O -0.471 -11.110 6.241  -0.611
C -2.000 -12.444 4.600  -0.935
H 1.883 -9.532 4.396  0.310
H -0.539 -3.755 -0.178  -0.597
C -2.920 -3.008 -2.503  -0.971
H -0.532 1.880 5.977  0.385
O -0.587 -10.497 3.848  -0.298
H -0.377 4.212 2.113  0.476
H -1.158 -13.064 4.307  0.321
H 0.098 -8.998 2.702  0.211
C -0.963 -2.340 2.339  -2.295
H 1.304 -0.405 -1.022  -0.156
H 0.545 -2.185 -4.703  0.172
C -1.124 0.055 4.975  0.500
H -0.815 4.856 -6.536  0.274
H -3.586 8.741 -5.165  0.152
H -2.678 -12.273 3.768  0.316
H 0.222 0.687 3.439  -0.048
C 5.977 4.464 2.106  -0.342
C 1.481 -1.064 -0.175  -0.428
H 7.014 4.783 2.191  0.280
H 4.566 0.609 2.202  0.188
O -1.377 -2.951 -4.489  -0.312
O -0.361 -2.470 -2.314  -0.493
H -1.776 1.981 1.866  0.207
C -0.746 6.255 -4.897  -0.901
H -5.823 4.990 -8.051  0.365
C 5.631 4.092 0.683  -0.839
O 3.774 -1.080 0.128  -0.412
O -1.032 -4.775 -2.847  -0.635
O -1.576 2.876 -3.321  -0.656
H 3.730 7.730 3.164  0.336
C -0.121 -5.090 1.468  -1.096
H -2.759 0.383 0.853  0.544
H 0.746 1.019 1.613  0.237
C 0.782 -5.124 2.683  0.720
O 3.587 4.281 3.850  -0.679
C -0.011 3.189 2.176  -1.298
H -0.007 2.893 3.228  0.152
H -2.459 -1.232 0.267  0.565
H 1.418 -7.823 4.423  0.269
H 0.286 6.566 -5.053  0.286
H -3.597 -3.588 -3.125  0.475
H 5.046 -2.364 2.231  0.321
Cl -2.564 1.029 4.498  -0.183
H -1.231 -0.321 -1.713  -0.222
H -2.829 0.418 -1.614  0.599
C -4.262 9.554 -5.426  -0.806
H -2.111 -0.588 2.736  1.537
C 0.461 -4.141 -5.646  -1.081
C -0.145 -2.811 -5.268  -0.150
H -3.911 10.006 -6.353  0.273
H 0.823 -4.685 -4.775  0.296
H 1.303 -3.963 -6.316  0.403
N -0.073 1.006 1.023  0.136
O 5.788 -0.399 -0.440  -0.565
H 5.742 4.952 0.024  0.307
H 0.500 1.279 -4.287  0.292
H 1.859 2.372 -3.858  0.464
C -5.687 9.069 -5.573  -0.382
H -0.956 6.295 -3.829  0.315
H -1.166 -5.125 1.776  0.394

Atoms 1-3, force components in eV/Å:
C 0.0 0.0 0.0
C 0.1 0.1 -0.1
H 0.0 0.1 0.0

Its maximum force is 0.81 eV/Å. As for the gap between HOMO and LUMO: 0.3808 hartree. Its spin multiplicity is 1. For the total energy, the calculation gives -157572.5648 eV. For the HOMO energy, the calculation gives -12.15 eV. Its net charge is +1.